{"formula": "C4H5NO", "method": "wB97M-V/def2-TZVPD", "symbols": ["O", "N", "C", "C", "C", "C", "H", "H", "H", "H", "H"], "xyz": [[1.666, -0.295, 0.553], [-3.040, 0.701, 0.613], [-0.472, 0.881, 0.109], [1.237, -0.952, -0.630], [0.274, -0.432, 0.341], [-1.911, 0.777, 0.377], [-0.335, 1.232, -0.920], [1.419, -0.402, -1.553], [1.433, -2.021, -0.677], [-0.057, 1.648, 0.771], [-0.214, -1.136, 1.016]], "nbo_charge": [-0.48, -0.31, -0.54, -0.10, 0.06, 0.28, 0.25, 0.18, 0.19, 0.27, 0.20], "total_charge": 0, "e_above_lowest_ev": 1.628, "homo_ev": -10.9719, "total_energy_ha": -285.3547, "largest_force_ev_per_a": 1.16, "smiles": "N#CC[C@H]1CO1"}


{"formula": "C18H35B2F3I2O15PS", "method": "wB97M-V/def2-TZVPD", "symbols": ["I", "I", "S", "P", "F", "F", "F", "O", "O", "O", "O", "O", "O", "O", "O", "O", "O", "O", "O", "O", "O", "O", "C", "C", "C", "C", "C", "C", "C", "C", "C", "C", "C", "C", "C", "C", "C", "C", "C", "C", "B", "B", "H", "H", "H", "H", "H", "H", "H", "H", "H", "H", "H", "H", "H", "H", "H", "H", "H", "H", "H", "H", "H", "H", "H", "H", "H", "H", "H", "H", "H", "H", "H", "H", "H", "H", "H"], "xyz": [[2.299, -2.211, 0.912], [2.947, 0.492, 2.944], [-0.489, 2.115, -1.003], [-0.689, -1.639, 2.720], [1.426, 3.898, -1.606], [1.242, 3.542, 0.509], [-0.248, 4.718, -0.521], [-0.460, 1.026, 2.170], [1.960, 0.264, -2.745], [-1.722, 2.339, -0.264], [3.067, -2.780, -2.889], [-4.147, 9.734, 1.329], [-2.237, -1.074, 2.685], [-0.425, -0.332, 0.383], [0.379, -1.455, -2.548], [1.694, 0.652, 0.335], [5.197, -3.119, -2.491], [-3.806, -3.307, -0.334], [-2.367, 8.617, 0.706], [-0.821, -2.771, 1.575], [-0.581, 2.178, -2.460], [-2.763, -5.090, 0.379], [3.606, -5.009, -2.288], [0.041, -0.200, 1.698], [6.853, -4.855, -2.950], [3.920, -3.553, -2.559], [-4.574, 7.948, -0.179], [-0.379, 1.393, 3.541], [-4.454, -5.326, -1.410], [-1.753, 7.471, 0.092], [-3.677, -4.496, -0.413], [0.232, 2.787, 3.713], [1.579, -0.169, 1.386], [-1.482, 7.689, -1.380], [-2.635, -6.502, 0.520], [0.549, 3.647, -0.628], [0.813, 3.012, 5.121], [6.248, -3.906, -1.935], [-1.771, -7.108, -0.567], [-3.695, 8.821, 0.688], [0.467, 0.404, -0.506], [0.917, -0.300, -2.023], [-0.793, -6.627, -0.572], [-2.538, -0.929, 3.589], [-2.346, 6.574, 0.271], [1.064, -1.915, -3.056], [0.615, 2.147, 5.766], [7.695, -5.392, -2.510], [2.396, 0.963, -2.248], [6.125, -5.588, -3.298], [-0.529, 3.538, 3.475], [-2.213, -6.975, -1.554], [0.375, 3.885, 5.610], [-3.617, -6.976, 0.576], [-0.861, 8.575, -1.519], [1.901, 3.122, 5.078], [-2.405, 7.838, -1.942], [-1.636, -8.177, -0.392], [-5.544, 7.866, 0.304], [-3.927, -5.291, -2.364], [3.591, -5.540, -3.239], [-2.160, -6.634, 1.491], [5.908, -4.426, -1.038], [1.027, 2.863, 2.967], [-1.618, -2.651, 1.030], [2.613, -5.050, -1.847], [6.991, -3.177, -1.614], [-5.430, -4.866, -1.538], [-0.817, 7.338, 0.630], [-4.592, -6.364, -1.120], [-1.414, 1.419, 3.919], [4.301, -5.504, -1.615], [7.208, -4.299, -3.817], [-4.188, 6.948, -0.352], [0.184, 0.658, 4.125], [-0.965, 6.825, -1.794], [-4.706, 8.445, -1.140]], "mulliken_charge": [0.07, -0.03, 1.20, -0.21, -0.27, -0.22, -0.20, -0.16, -0.64, -0.65, -0.49, -0.58, -0.58, -0.51, -0.46, -0.24, -0.36, -0.54, -0.39, -0.11, -0.71, -0.36, -0.84, 0.94, -0.97, 0.55, -0.88, -1.14, -1.12, -0.30, 0.89, 0.28, -0.56, -0.95, -0.46, 0.50, -1.28, -0.40, -0.91, 0.71, 0.32, 0.59, 0.23, 0.30, 0.39, 0.30, 0.33, 0.35, 0.29, 0.27, 0.41, 0.28, 0.33, 0.34, 0.31, 0.29, 0.26, 0.37, 0.30, 0.26, 0.28, 0.36, 0.33, -0.09, 0.21, 0.15, 0.33, 0.33, 0.28, 0.35, 0.22, 0.36, 0.30, 0.31, 0.58, 0.31, 0.24], "total_charge": -1, "homo_ev": -5.4087, "total_energy_ha": -3519.9766, "largest_force_ev_per_a": 1.06}


{"formula": "C5H13N", "method": "wB97M-V/def2-TZVPD", "symbols": ["N", "C", "C", "C", "C", "C", "H", "H", "H", "H", "H", "H", "H", "H", "H", "H", "H", "H", "H"], "xyz": [[1.851, -0.682, 0.375], [2.413, 0.327, -0.477], [-1.507, 0.150, 0.703], [-1.081, 0.747, -0.668], [-0.488, -0.117, 1.676], [-1.539, -0.745, -0.571], [-1.608, 0.391, -2.324], [0.866, -0.484, 0.987], [1.698, -1.566, -0.094], [0.008, 0.795, -0.873], [-2.462, 0.563, 1.059], [-1.437, 1.772, -0.649], [2.375, 1.323, -0.070], [-0.443, 0.667, 2.418], [-0.980, -1.661, -0.429], [-2.479, -0.842, -1.068], [-0.619, -1.116, 2.146], [1.972, 0.383, -1.505], [3.459, 0.094, -0.637]], "nbo_charge": [-0.87, -0.42, -0.22, -0.53, -0.62, -0.36, 0.08, 0.36, 0.34, 0.27, 0.24, 0.30, 0.19, 0.21, 0.26, 0.22, 0.22, 0.14, 0.20], "total_charge": 0, "e_above_lowest_ev": 9.332, "homo_ev": -6.7942, "total_energy_ha": -252.7201, "largest_force_ev_per_a": 5.31}


{"formula": "C3H4ClOS", "method": "wB97M-V/def2-TZVPD", "symbols": ["Cl", "S", "O", "C", "C", "C", "H", "H", "H", "H"], "xyz": [[-2.608, 2.007, 0.138], [2.710, -2.228, 0.035], [2.861, 0.472, -0.356], [-1.041, -0.257, -0.207], [2.764, -0.645, -0.056], [-1.178, 0.975, 0.712], [-0.891, -0.108, -1.209], [-0.219, -0.939, 0.210], [-2.181, -0.738, -0.216], [-0.218, 1.461, 0.947]], "nbo_charge": [-0.27, -0.05, -0.44, -0.64, 0.48, -0.69, 0.13, 0.17, 0.15, 0.14], "total_charge": -1, "e_above_lowest_ev": 2.261, "homo_ev": -0.7923, "total_energy_ha": -1050.2704, "largest_force_ev_per_a": 4.56}


{"formula": "C18H22N2O3S", "method": "wB97M-V/def2-TZVPD", "symbols": ["S", "O", "O", "O", "N", "N", "C", "C", "C", "C", "C", "C", "C", "C", "C", "C", "C", "C", "C", "C", "C", "C", "C", "C", "H", "H", "H", "H", "H", "H", "H", "H", "H", "H", "H", "H", "H", "H", "H", "H", "H", "H", "H", "H", "H", "H"], "xyz": [[-1.308, -1.808, 1.291], [3.641, -2.927, 2.391], [0.663, -0.198, -2.955], [-2.905, 1.920, -1.818], [-2.229, 0.325, -0.360], [-0.323, -0.850, -1.011], [-1.618, -0.988, -0.321], [-2.579, 1.067, 0.857], [-1.539, 0.962, -4.201], [-1.252, 1.600, 1.439], [-1.330, 2.667, 2.476], [2.172, -1.272, -0.560], [3.117, -1.829, 0.292], [1.348, -2.487, 1.762], [3.416, -0.938, 3.846], [2.705, -2.456, 1.479], [-2.804, 1.022, -4.988], [-2.265, 0.900, -1.643], [-1.685, 0.123, -2.855], [-0.347, -0.293, -2.282], [4.353, -1.870, 3.065], [0.796, -1.283, -0.256], [-0.813, 2.965, 1.077], [0.411, -1.855, 0.925], [-3.056, 0.416, 1.596], [-1.501, 3.526, 0.392], [2.668, -0.440, 3.213], [5.062, -2.320, 3.754], [-2.582, 1.458, -5.982], [-0.792, 0.464, -4.859], [-2.278, -0.724, -3.070], [-0.469, 0.854, 1.584], [2.503, -0.823, -1.511], [-0.553, 2.718, 3.234], [-2.307, 3.131, 2.769], [2.917, -1.589, 4.591], [1.010, -2.968, 2.657], [-2.239, -1.676, -0.898], [4.882, -1.281, 2.338], [0.276, 3.189, 1.057], [3.962, -0.116, 4.359], [-1.180, 1.965, -3.950], [4.178, -1.798, 0.031], [-3.547, 1.638, -4.480], [-3.205, 0.034, -5.160], [-3.376, 1.846, 0.687]], "nbo_charge": [0.29, -0.52, -0.59, -0.60, -0.49, -0.45, 0.03, -0.21, -0.37, -0.25, -0.43, -0.20, -0.27, -0.29, -0.65, 0.30, -0.61, 0.70, -0.39, 0.69, -0.06, 0.09, -0.43, -0.10, 0.21, 0.23, 0.22, 0.19, 0.21, 0.23, 0.24, 0.22, 0.26, 0.22, 0.22, 0.21, 0.23, 0.20, 0.16, 0.22, 0.22, 0.22, 0.23, 0.22, 0.20, 0.25], "total_charge": 0, "e_above_lowest_ev": 2.719, "homo_ev": -8.2536, "total_energy_ha": -1432.4843, "largest_force_ev_per_a": 2.72, "smiles": "CCOc1ccc2c(c1)S[C@H]1N(CC3CC3)C(=O)[C@@H](CC)C(=O)N21"}


{"formula": "C5H10FN", "method": "wB97M-V/def2-TZVPD", "symbols": ["F", "N", "C", "C", "C", "C", "C", "H", "H", "H", "H", "H", "H", "H", "H", "H", "H"], "xyz": [[-0.011, 0.777, 2.394], [-0.156, -0.319, 1.285], [-2.031, -0.771, -0.380], [1.404, 1.329, 0.268], [-1.041, 0.256, 0.146], [0.465, 0.180, 0.062], [1.032, -0.951, -0.726], [1.590, -1.570, -0.123], [2.364, 1.002, 0.604], [-3.010, -0.600, 0.119], [-1.734, -1.867, -0.098], [1.775, -0.560, -1.524], [1.535, 1.797, -0.707], [-1.301, 1.402, 0.241], [0.196, -1.401, -1.245], [-2.094, -0.658, -1.406], [1.019, 1.953, 1.092]], "nbo_charge": [-0.34, 0.02, -0.63, -0.62, -0.11, 0.04, -0.61, 0.23, 0.22, 0.23, 0.23, 0.21, 0.21, 0.24, 0.21, 0.22, 0.25], "total_charge": 0, "e_above_lowest_ev": 3.537, "homo_ev": -9.8534, "total_energy_ha": -350.9957, "largest_force_ev_per_a": 3.67, "smiles": "C[C@H]1N(F)C1(C)C"}


{"formula": "C40H68N15O4PS2", "method": "wB97M-V/def2-TZVPD", "symbols": ["S", "S", "P", "O", "O", "O", "O", "N", "N", "N", "N", "N", "N", "N", "N", "N", "N", "N", "N", "N", "N", "N", "C", "C", "C", "C", "C", "C", "C", "C", "C", "C", "C", "C", "C", "C", "C", "C", "C", "C", "C", "C", "C", "C", "C", "C", "C", "C", "C", "C", "C", "C", "C", "C", "C", "C", "C", "C", "C", "C", "C", "C", "H", "H", "H", "H", "H", "H", "H", "H", "H", "H", "H", "H", "H", "H", "H", "H", "H", "H", "H", "H", "H", "H", "H", "H", "H", "H", "H", "H", "H", "H", "H", "H", "H", "H", "H", "H", "H", "H", "H", "H", "H", "H", "H", "H", "H", "H", "H", "H", "H", "H", "H", "H", "H", "H", "H", "H", "H", "H", "H", "H", "H", "H", "H", "H", "H", "H", "H", "H"], "xyz": [[0.219, -3.570, 0.776], [1.966, -3.545, -1.520], [-1.882, 3.788, 0.511], [-1.626, 5.200, 1.184], [-1.672, 4.198, -0.997], [-0.593, 2.976, 0.926], [-3.149, 3.132, 0.823], [2.097, -2.681, 9.653], [2.772, 6.273, 3.406], [0.221, -9.533, 1.572], [4.325, -0.050, 6.594], [-3.982, 4.983, -4.656], [7.049, -2.204, -1.420], [-5.268, 3.412, -8.802], [-1.283, -6.529, -2.138], [1.959, -1.554, 0.312], [-7.498, 3.163, -5.531], [-2.678, -0.785, -6.207], [-4.565, -2.503, -0.799], [3.768, 2.706, 3.115], [-4.139, 1.739, -2.267], [5.879, -3.950, -4.277], [-6.674, 5.281, -6.788], [-5.943, 3.600, -2.469], [2.226, -1.599, 10.012], [3.282, -1.773, 0.935], [4.082, 3.157, 4.121], [0.676, 0.978, 1.114], [-2.791, -3.147, 2.901], [-2.873, -0.814, -5.075], [3.857, -1.095, 6.672], [1.085, -7.388, 0.382], [-0.709, 1.564, 1.259], [3.262, -2.415, 6.770], [-7.138, 4.121, -6.050], [-6.337, -0.603, -0.891], [2.050, 6.596, 2.574], [-4.761, 2.888, -7.913], [0.602, -8.587, 1.046], [-3.120, -0.851, -3.641], [-0.824, -2.301, 1.539], [5.579, -0.367, 3.429], [6.226, -2.959, -4.737], [-3.433, 5.738, -5.323], [-4.136, 2.211, -6.789], [-2.285, -2.792, 1.501], [2.392, -0.221, 10.446], [-2.734, 6.683, -6.180], [1.005, 0.717, -0.362], [6.662, -1.682, -5.274], [1.122, 7.010, 1.533], [6.066, -4.611, -1.354], [-2.105, -6.660, -1.347], [-4.932, 2.566, -2.356], [4.098, -0.575, 3.091], [4.482, 3.728, 5.395], [-3.142, -6.824, -0.342], [3.819, -0.497, 1.581], [1.979, -0.444, -0.653], [6.616, -3.267, -1.405], [1.449, -2.781, -0.188], [-5.335, -1.653, -0.839], [4.755, 2.934, 6.090], [-3.036, 7.703, -5.950], [-3.291, 1.601, -7.103], [-2.933, -2.035, 1.073], [2.143, -7.470, 0.136], [-2.956, 6.483, -7.228], [3.266, -2.757, 7.802], [6.249, -5.060, -0.378], [-3.721, -3.707, 2.840], [-2.373, -3.669, 0.865], [0.962, -6.512, 1.017], [1.367, 1.702, 1.542], [1.644, 0.417, 9.978], [3.378, 0.147, 10.168], [2.986, -0.044, -0.744], [4.764, -0.255, 1.095], [-3.697, -1.735, -3.376], [-3.674, 0.031, -3.323], [-6.200, 3.739, -3.516], [-4.124, -6.643, -0.775], [0.720, 0.062, 1.697], [3.142, -2.529, 1.708], [3.166, 0.347, 1.393], [-1.085, 1.455, 2.274], [2.285, -0.146, 11.526], [-1.332, 5.048, 2.090], [-3.122, -7.833, 0.065], [5.789, -0.768, 4.419], [-1.658, 6.602, -6.036], [-2.180, -0.880, -3.093], [-5.578, 4.546, -2.072], [1.446, 7.944, 1.076], [-7.014, 6.214, -6.338], [0.127, 7.165, 1.943], [5.337, 4.388, 5.264], [0.077, 0.527, -0.902], [-2.993, -6.119, 0.475], [-3.783, 2.938, -6.058], [3.770, -1.523, 3.518], [3.981, -2.202, 0.211], [5.815, 0.692, 3.470], [0.543, -7.203, -0.544], [-1.987, 3.505, -1.590], [-6.849, 3.329, -1.929], [4.992, -4.596, -1.526], [-0.688, -1.340, 1.057], [-5.961, 0.320, -0.452], [-5.589, 5.280, -6.811], [3.666, 4.304, 5.826], [1.739, -0.828, -1.642], [-4.850, 1.556, -6.293], [6.231, -1.513, -6.259], [6.227, -0.874, 2.718], [-6.609, -0.399, -1.925], [3.808, -3.136, 6.162], [6.353, -0.874, -4.613], [-0.510, -2.174, 2.574], [3.551, 0.224, 3.584], [-7.024, 5.242, -7.816], [1.448, 1.615, -0.787], [6.514, -5.244, -2.114], [-2.051, -3.725, 3.449], [2.229, -2.399, 6.428], [1.049, 6.255, 0.752], [7.747, -1.657, -5.360], [-1.411, 1.071, 0.592], [-7.237, -0.900, -0.355], [-3.018, -2.235, 3.450]], "mulliken_charge": [-0.13, -0.19, 0.97, -0.56, -0.49, 0.01, -0.70, -0.48, -0.36, -0.42, -0.46, -0.30, -0.49, -0.47, -0.45, 0.81, -0.50, -0.49, -0.41, -0.37, -0.40, -0.40, -0.60, -0.63, 0.45, -1.01, 0.43, -0.31, -1.51, 0.27, 0.57, -0.27, -1.39, -1.07, 0.52, -0.74, 0.40, 0.22, 0.26, 0.18, 0.71, -1.43, 0.39, 0.41, -0.51, 0.05, -0.81, -0.99, -0.53, -0.83, -0.74, -0.79, 0.43, 0.35, -0.45, -0.95, -0.63, -0.07, -1.39, 0.44, -0.27, 0.44, 0.28, 0.31, 0.41, 0.06, 0.32, 0.31, 0.40, 0.36, 0.41, 0.17, 0.00, 0.42, 0.26, 0.27, 0.41, 0.53, 0.21, -0.18, -0.09, 0.32, 0.61, 0.57, -0.08, 0.41, 0.32, 0.34, 0.33, 0.37, 0.33, 0.13, 0.27, 0.34, 0.32, 0.20, 0.28, 0.34, 0.07, 0.09, 0.28, 0.12, 0.24, 0.07, 0.32, 0.38, 0.11, -1.00, 0.14, -0.13, 0.32, 0.55, 0.23, 0.32, 0.46, 0.25, 0.30, 0.26, 0.37, 0.20, 0.38, 0.32, 0.38, 0.36, 0.27, 0.19, 0.27, 0.51, 0.38, 0.40], "total_charge": 0, "homo_ev": -8.2795, "total_energy_ha": -3824.9688, "largest_force_ev_per_a": 0.72}


{"formula": "C10H9F3", "method": "wB97M-V/def2-TZVPD", "symbols": ["F", "F", "F", "C", "C", "C", "C", "C", "C", "C", "C", "C", "C", "H", "H", "H", "H", "H", "H", "H", "H", "H"], "xyz": [[-1.163, 1.807, -0.570], [4.454, -0.008, 0.235], [-1.437, 0.999, 1.431], [3.183, -0.169, 0.338], [1.208, 0.379, -0.919], [2.600, -1.171, 1.004], [-1.838, -1.306, -1.119], [-0.691, -1.107, -0.644], [0.465, -0.712, -0.244], [2.433, 0.712, -0.495], [1.071, -1.221, 1.029], [-2.140, 1.402, 0.319], [-3.446, 1.549, 0.101], [3.239, -1.804, 1.637], [-2.702, -0.777, -0.732], [-2.054, -1.819, -2.041], [0.492, -2.059, 1.426], [-3.917, 2.043, -0.715], [0.652, 0.947, -1.671], [0.856, -0.489, 1.749], [2.913, 1.524, -1.041], [-4.177, 1.279, 0.923]], "lowdin_spin": [0.01, 0.02, 0.01, 0.19, 0.43, 0.42, 0.06, 0.24, 0.07, 0.36, 0.06, 0.00, 0.00, 0.02, 0.02, 0.02, 0.00, 0.00, 0.02, 0.03, 0.01, 0.00], "total_charge": 0, "spin_multiplicity": 3, "homo_ev": [-5.1549, -9.0816], "total_energy_ha": -685.7829, "largest_force_ev_per_a": 7.37}